1.
A 2-piece molecular cluster, C4H4N2 overall, computed with wB97M-V/def2-TZVPD.

CARTESIAN COORDINATES (ANGSTROEM)
N1 1.28668 0.61025 -0.09857
C1 0.43572 0.12851 0.75448
C2 -0.96553 0.24551 0.60325
C3 -2.15684 0.42484 0.61292
C4 0.25061 -1.72535 -1.08360
N2 0.29830 -1.05046 -2.04807
H1 0.98037 0.56865 -1.08708
H2 2.27401 0.45974 0.06613
H3 0.81267 -0.22808 1.71059
H4 -3.21598 0.56639 0.56994

Summary:
E_HOMO (alpha / beta)	-8.89 / -8.89	eV
E_LUMO (alpha / beta)	-1.69 / -1.69	eV
ΔE to the lowest compared entry with this formula, charge and spin	459.1	kJ/mol

Mulliken atomic charge list, values in e, 2 entries: number 1, N, carries -0.21; number 2, C, carries -0.68

2.
One molecule with the formula C8H5N3O4, computed with wB97M-V/def2-TZVPD.

CARTESIAN COORDINATES (ANGSTROEM)
C1 -0.74989 -1.98050 -1.40119
C2 -1.03788 -1.10936 -2.39417
C3 -0.15981 -1.61648 -0.15252
C4 -0.66524 0.23158 -2.21899
C5 0.02965 -0.22508 0.05975
C6 -0.17920 0.69366 -0.99667
C7 0.01692 2.14263 0.66037
C8 0.45421 0.52240 1.29238
N1 -0.15354 2.04262 -0.55838
N2 -0.25391 0.26613 2.48548
N3 2.00874 0.59929 1.23576
O1 -1.19028 -0.49319 2.41817
O2 2.55729 0.04556 2.13376
O3 0.12589 0.77032 3.49124
O4 2.42127 1.10663 0.20563
H1 -1.13174 -3.02421 -1.57213
H2 -1.30758 -1.43154 -3.36280
H3 -0.08023 -2.50383 0.58672
H4 -0.92120 0.88849 -3.03904
H5 0.21654 3.07488 1.12662

Summary:
E_HOMO	-9.78	eV
E_LUMO	-0.57	eV
ΔE to the lowest compared entry with this formula, charge and spin	639.8	kJ/mol

Mulliken atomic charge list, values in e, 2 entries: number 1, C, carries -0.41; number 2, C, carries -0.50

3.
C7H7BeClCsIK2LiNaO14S2 as an isolated structure, computed with wB97M-V/def2-TZVPD.

CARTESIAN COORDINATES (ANGSTROEM)
C1 -0.09754 -1.61337 -1.01579
C2 0.82777 -0.81191 -1.54138
C3 1.32991 0.27755 -0.60917
C4 1.41926 1.64603 -1.28219
O1 0.65094 2.50652 -0.41062
S1 0.97246 3.98016 -1.01677
O2 1.06211 5.06988 -0.13491
O3 0.00547 4.13037 -2.01693
O4 2.51448 3.67910 -1.66705
C5 2.79708 2.32072 -1.17414
I1 4.46430 1.42584 -2.23750
H1 -0.96085 -2.00123 -1.51392
H2 0.05600 -1.86828 0.03141
H3 1.19522 -0.95800 -2.55408
H4 2.31735 -0.01276 -0.16329
H5 0.52582 0.37251 0.15252
H6 1.06571 1.70111 -2.31628
H7 3.02455 2.38677 -0.06401
C6 -1.65567 -4.28566 0.46005
O5 -2.32653 -5.21866 0.91761
O6 -1.67478 -3.91596 -0.77920
O7 -0.86634 -3.51372 1.26327
K1 1.79585 -0.49894 1.86067
Cs1 4.64280 4.38175 -1.63336
Cl1 5.43897 1.09580 0.93551
Be1 -2.03696 -2.29142 1.51551
O8 -2.46520 2.31417 -0.87881
S2 -2.69799 3.56880 -0.13629
O9 -2.97030 4.67621 -1.05445
O10 -1.51335 3.87537 0.71466
O11 -3.89606 3.38028 0.77340
Na1 -3.49927 -2.64037 -0.64828
C7 -3.08962 -6.78501 3.30520
O12 -2.07657 -6.22854 3.71255
O13 -4.26421 -6.38908 3.51788
O14 -3.10677 -7.86057 2.65716
Li1 -4.48214 3.65645 2.56642
K2 7.57410 0.44810 0.46456

Summary:
E_HOMO	-5.26	eV
E_LUMO	-2.65	eV
ΔE to the lowest compared entry with this formula, charge and spin	113.0	kJ/mol

Mulliken atomic charge list, values in e, 2 entries: number 1, C, carries -0.57; number 2, C, carries -0.16

4.
C28H32BrF4O4OsPS as an isolated structure, computed with wB97M-V/def2-TZVPD.

CARTESIAN COORDINATES (ANGSTROEM)
Os1 14.70077 9.72884 10.46700
C1 14.45558 11.85401 8.05475
O1 14.65646 11.67645 9.51982
C2 14.43892 12.90398 10.31078
C3 14.65922 12.41207 11.76557
O2 14.08714 11.04366 12.07544
C4 12.64285 11.00676 12.20067
C5 12.15718 9.57097 12.15760
O3 12.85380 8.87383 11.11747
C6 12.16471 7.65747 10.62443
H1 14.89885 12.80754 7.76611
H2 13.38787 11.83097 7.81304
H3 14.98252 11.09559 7.46870
H4 13.43930 13.29391 10.09060
H5 15.16586 13.71867 10.08588
H6 14.27255 13.07809 12.53467
H7 15.69319 12.19100 12.04292
H8 12.14999 11.52701 11.30692
H9 12.27392 11.57068 13.03192
H10 11.10883 9.60122 11.88492
H11 12.41490 9.08083 13.10217
H12 11.80051 7.18857 11.52270
H13 12.88351 7.00895 10.15230
H14 11.32226 8.03065 10.01832
F1 18.80842 4.61896 7.87152
C7 18.44024 5.65214 8.50140
C8 19.19555 6.17046 9.56549
F2 20.18325 5.51591 10.02371
C9 18.85615 7.33722 10.26074
F3 19.66086 7.91726 11.13793
C10 17.72618 8.02949 9.83637
P1 17.22627 9.75312 10.35112
C11 17.81521 10.06986 12.12589
C12 19.05037 10.50715 12.52364
C13 19.49217 10.78795 13.80568
C14 18.56909 10.56176 14.87419
C15 17.33561 10.06135 14.49266
C16 16.90276 9.75042 13.22398
C17 17.90576 10.95824 9.24986
C18 18.04738 12.25734 9.76172
C19 18.31392 13.20761 8.74628
C20 18.68819 12.84070 7.40976
C21 18.50874 11.48388 6.97591
C22 18.11015 10.57892 7.91703
C23 16.80529 7.40950 8.96768
Br1 15.02855 7.99505 8.68610
C24 17.14178 6.29906 8.20551
F4 16.27879 5.73067 7.47000
H15 19.68673 10.84598 11.69861
H16 20.53422 11.07487 13.96082
H17 18.61447 10.92931 15.91533
H18 16.53450 10.10483 15.33485
H19 15.81244 9.40036 13.16287
H20 17.80543 12.64662 10.72343
H21 18.39497 14.22782 9.04875
H22 18.98060 13.59816 6.64903
H23 18.79714 11.13605 6.00532
H24 17.95868 9.55647 7.61194
O4 3.37092 14.60661 4.83507
S1 4.66663 14.09174 5.34851
C25 6.18690 14.79234 4.63837
C26 7.11707 13.63110 4.65668
C27 6.27939 12.33682 4.27466
C28 5.01053 12.30434 5.13190
H25 6.46493 15.63134 5.26740
H26 5.93930 15.14627 3.57679
H27 7.52466 13.45489 5.54680
H28 7.96892 13.90831 4.00096
H29 6.93328 11.44668 4.57340
H30 5.96510 12.40519 3.23176
H31 5.12534 11.85450 6.16660
H32 4.13057 11.87191 4.67144

Summary:
E_HOMO (alpha / beta)	-18.44 / -18.28	eV
total charge	+4
E_LUMO (alpha / beta)	-10.41 / -14.50	eV
2S+1	5

Mulliken atomic charge list, values in e, 2 entries: number 1, Os, carries 1.70; number 2, C, carries -0.98

| no. | E_tot (hartree) |
| --- | --- |
| 1 | -264.15156 |
| 2 | -772.80688 |
| 3 | -4282.78467 |
| 4 | -5189.02891 |